C5H10O | wB97M-V/def2-TZVPD

```
! wB97M-V def2-TZVPD RIJCOSX def2/J DEFGRID3
* xyz 0 1
C -0.16 -1.75 1.20
C 0.11 -0.80 0.06
C -1.00 0.22 -0.22
C -0.25 1.35 -0.92
C 1.20 1.18 -0.42
O 1.22 0.02 0.39
H 0.70 -2.42 1.36
H -1.04 -2.37 1.00
H -0.33 -1.19 2.12
H 0.32 -1.37 -0.86
H -1.84 -0.20 -0.78
H -1.37 0.58 0.75
H -0.64 2.33 -0.64
H -0.32 1.29 -2.01
H 1.50 2.02 0.21
H 1.93 1.10 -1.23
*
```

Results
Energy above the lowest of the compared OMol25 structures with the same formula, charge and spin (kJ/mol): 31.7
HOMO level (eV): -9.6
DFT total energy (a.u.): -271.7406
Structure (SMILES): C[C@H]1CCCO1
Orbital gap (hartree): 0.3966
Lowest unoccupied orbital energy (eV): 1.19